(1)
Entry from OMol25: a 3-piece molecular cluster, C18H37NO9PS3 overall at a distorted geometry (wB97M-V/def2-TZVPD).

Computed properties:
Maximum force ... 3.49 eV/Å
DFT total energy ... -80968.0123 eV
HOMO energy (alpha / beta) ... -8.47 / -8.71 eV
Multiplicity ... 2
Orbital gap (alpha / beta) ... 8.80 / 8.45 eV
Expectation value of S² ... 0.755

Structure (XYZ):
```
69
Properties=species:S:1:pos:R:3:mulliken_spin:R:1
C 3.557 -1.449 1.537 0.0001
C 3.504 0.167 1.800 0.0000
C 4.033 0.875 0.380 0.0001
C 2.017 0.789 2.080 0.0003
C 0.955 -0.216 2.814 -0.0008
C -0.345 -0.558 1.818 0.0005
P 0.249 -1.137 0.092 0.0031
S -1.012 -0.804 -1.358 0.0014
C -1.233 -1.682 2.643 0.0087
C -2.758 -1.889 2.082 0.0078
C -3.783 -2.201 3.345 0.0214
C -2.726 -3.307 1.195 0.0142
N -3.249 -0.824 1.130 0.2816
O -4.569 -0.962 0.918 0.5938
C -2.855 0.575 1.540 0.0322
C -3.276 1.594 0.282 0.0076
C -3.668 1.159 2.855 0.0318
C -1.249 0.809 1.776 0.0050
H 3.016 -1.818 0.567 0.0000
H 3.217 -2.099 2.478 0.0000
H 4.709 -1.724 1.390 0.0000
H 4.314 0.431 2.624 0.0000
H 3.420 1.885 0.287 0.0000
H 5.189 1.054 0.361 0.0000
H 3.632 0.178 -0.481 0.0000
H 2.178 1.722 2.808 0.0000
H 1.502 1.258 1.111 -0.0002
H 1.419 -1.172 3.304 -0.0004
H 0.475 0.405 3.714 0.0001
H 0.479 -2.560 0.132 0.0007
H 1.513 -0.520 -0.330 0.0000
H -0.638 -2.712 2.742 0.0007
H -1.342 -1.295 3.767 -0.0002
H -4.873 -2.478 3.019 -0.0015
H -3.363 -3.162 3.915 -0.0007
H -3.768 -1.332 4.129 -0.0018
H -1.580 -3.500 0.934 -0.0013
H -3.075 -4.190 1.882 -0.0018
H -3.308 -3.214 0.183 0.0018
H -3.232 2.707 0.710 -0.0011
H -2.471 1.569 -0.586 0.0014
H -4.376 1.438 -0.085 0.0015
H -3.023 0.994 3.845 -0.0018
H -3.927 2.315 2.743 0.0002
H -4.712 0.622 3.003 -0.0051
H -0.813 1.474 0.890 0.0001
H -1.151 1.488 2.746 -0.0010
C 0.426 4.733 -3.346 0.0000
C -0.726 3.732 -3.311 0.0000
O -0.434 2.865 -2.218 0.0001
S 0.355 3.711 -1.067 0.0003
O -0.609 4.126 -0.073 0.0000
O 1.573 3.007 -0.738 0.0000
O 0.735 5.007 -1.981 0.0000
H 1.313 4.297 -3.815 0.0000
H 0.155 5.655 -3.868 0.0000
H -0.813 3.165 -4.241 0.0000
H -1.677 4.233 -3.100 0.0000
C 1.390 -1.923 -4.194 0.0003
C 2.656 -2.544 -3.610 0.0000
O 3.433 -2.938 -4.738 0.0000
S 3.155 -1.897 -5.963 0.0000
O 4.216 -0.915 -5.970 0.0000
O 2.778 -2.658 -7.132 0.0000
O 1.818 -1.198 -5.346 0.0000
H 0.686 -2.695 -4.520 0.0001
H 0.893 -1.255 -3.485 0.0008
H 2.441 -3.404 -2.971 -0.0001
H 3.233 -1.805 -3.044 0.0001
```

(2)
Entry from OMol25: C18H37O2P3Re as an isolated structure at a distorted geometry (wB97M-V/def2-TZVPD).

Computed properties:
Maximum force ... 5.62 eV/Å
DFT total energy ... -53312.8496 eV
ΔE to the lowest compared entry with this formula, charge and spin ... 25.1 kJ/mol
HOMO energy (alpha / beta) ... -21.00 / -21.23 eV
Net charge ... +4
Multiplicity ... 4
Orbital gap (alpha / beta) ... 5.69 / 5.80 eV
Expectation value of S² ... 3.783

Structure (XYZ):
```
61
Properties=species:S:1:pos:R:3:mulliken_spin:R:1
Re -0.404 0.402 -1.746 1.8696
P 0.771 0.842 0.118 -0.1373
P -1.098 2.533 -1.969 -0.0602
P 1.626 -0.100 -2.930 0.0104
H -0.304 -4.360 -1.176 -0.0008
C 0.402 -4.661 -0.407 0.0005
C 0.538 -3.806 0.792 -0.0012
H -0.206 -3.952 1.593 0.0000
C -0.149 0.998 1.701 0.0195
C 1.776 2.392 0.187 0.0710
C 2.051 -0.376 0.627 0.0441
C -2.610 2.718 -2.989 0.0211
C -1.557 3.545 -0.510 0.0279
C 0.086 3.596 -2.878 0.0224
C 2.231 -1.802 -2.610 0.0009
C 3.140 0.918 -2.739 0.0040
C 1.411 -0.073 -4.740 0.0381
H 0.923 -5.614 -0.441 0.0000
H 1.547 -3.851 1.234 -0.0001
H -0.813 0.135 1.846 -0.0012
H -0.756 1.912 1.706 -0.0021
H 0.568 1.039 2.531 -0.0007
H 1.139 3.264 0.372 -0.0011
H 2.338 2.547 -0.741 -0.0022
H 2.491 2.297 1.015 0.0026
H 1.609 -1.374 0.730 -0.0120
H 2.452 -0.070 1.602 0.0003
H 2.877 -0.431 -0.091 -0.0004
H -2.371 2.545 -4.045 0.0030
H -3.019 3.726 -2.856 0.0005
H -3.359 1.983 -2.671 0.0002
H -2.240 4.333 -0.849 0.0008
H -0.679 4.002 -0.043 -0.0037
H -2.081 2.925 0.228 -0.0002
H -0.445 4.497 -3.211 0.0000
H 0.469 3.059 -3.757 0.0005
H 0.927 3.877 -2.233 -0.0029
H 2.538 -2.249 -3.565 -0.0003
H 1.447 -2.429 -2.165 -0.0027
H 3.088 -1.782 -1.926 -0.0008
H 3.815 0.676 -3.573 0.0004
H 3.655 0.709 -1.793 0.0001
H 2.895 1.986 -2.790 -0.0009
H 2.395 0.007 -5.224 0.0045
H 0.794 0.787 -5.034 -0.0004
H 0.913 -0.992 -5.072 -0.0002
C -2.013 -0.925 -4.066 0.1917
C -2.989 -0.542 -5.031 0.1169
C -3.398 -1.460 -5.984 0.0553
C -2.935 -2.780 -5.950 0.2523
C -2.065 -3.191 -4.937 0.1226
C -1.630 -2.294 -3.970 0.0854
O -1.399 0.025 -3.390 0.2059
H 0.344 -2.743 0.394 0.0016
H -3.326 0.494 -5.024 0.0016
H -4.085 -1.135 -6.765 0.0052
H -3.258 -3.491 -6.712 -0.0045
H -1.715 -4.222 -4.894 0.0053
H -0.945 -2.593 -3.174 0.0121
O -2.831 -0.423 0.087 0.0788
C -1.917 -0.115 -0.577 -0.0412
```

(3)
Entry from OMol25: C18H38B2F8O16Tl as an isolated structure at a distorted geometry (wB97M-V/def2-TZVPD).

Computed properties:
Maximum force ... 7.37 eV/Å
DFT total energy ... -79832.6685 eV
HOMO energy ... -6.32 eV
Net charge ... -1
Orbital gap ... 2.42 eV

Structure (XYZ):
```
83
Properties=species:S:1:pos:R:3:lowdin_charge:R:1
Tl -9.342 23.989 3.790 1.1502
C -13.564 22.355 -1.389 0.1628
C -14.865 21.975 -0.768 -0.2500
C -14.892 21.694 0.788 -0.2512
O -15.861 21.099 1.309 0.1225
C -13.679 22.138 1.483 0.1883
C -12.535 22.622 0.885 -0.2293
C -12.482 22.688 -0.624 -0.2597
O -11.377 23.074 -1.292 0.0436
O -11.647 22.967 1.808 0.0647
O -15.839 21.763 -1.526 0.0954
H -13.439 22.428 -2.459 0.1463
H -13.857 22.145 2.548 0.1432
B -10.729 29.416 5.875 -1.3305
F -11.662 28.897 6.788 0.0855
F -10.520 28.542 4.835 0.1317
F -11.048 30.716 5.546 0.1207
F -9.525 29.489 6.579 0.0943
B -3.665 24.244 4.503 -1.3210
F -2.377 24.063 3.909 0.0848
F -3.523 24.393 5.820 0.1970
F -4.286 25.372 4.003 0.1483
F -4.581 23.228 4.280 0.1433
C -6.598 26.524 5.860 -0.1388
C -8.041 26.508 6.463 -0.2882
O -8.991 26.653 5.510 -0.0799
O -6.590 25.528 4.763 -0.1251
H -5.989 26.117 6.668 0.1102
H -6.356 27.551 5.586 0.1172
H -8.139 27.184 7.312 0.1223
H -8.148 25.560 6.989 0.0753
H -9.108 27.597 5.380 0.0596
H -5.653 25.349 4.663 -0.0053
C -10.151 20.081 4.425 -0.2305
C -9.227 20.175 3.187 -0.2384
O -8.278 21.193 3.357 -0.1126
O -10.609 21.378 4.711 -0.1405
H -9.465 19.712 5.187 0.1112
H -11.049 19.469 4.337 0.1159
H -9.879 20.371 2.336 0.1096
H -8.748 19.238 2.903 0.1178
H -7.510 20.851 3.821 0.1016
H -11.174 21.352 5.487 0.0848
C -9.559 26.748 0.423 -0.2195
C -8.889 27.312 1.640 -0.1901
O -8.159 26.360 2.439 -0.1333
O -10.840 26.426 0.818 -0.0811
H -9.179 25.839 -0.044 0.1167
H -9.636 27.538 -0.324 0.1232
H -9.595 27.858 2.265 0.1262
H -8.048 27.983 1.466 0.1244
H -7.321 26.823 2.501 0.0798
H -11.493 26.785 0.213 0.1074
C -7.510 23.125 7.165 -0.2199
C -8.917 22.654 7.593 -0.2326
O -9.954 23.276 6.905 -0.1031
O -7.257 23.052 5.762 -0.1093
H -6.872 22.402 7.673 0.1128
H -7.123 24.046 7.599 0.1070
H -9.204 22.524 8.636 0.1238
H -9.081 21.646 7.212 0.1058
H -10.189 24.016 7.470 0.0966
H -6.316 23.241 5.747 0.0700
C -6.159 23.266 1.353 -0.1535
C -7.378 22.810 0.506 -0.2471
O -8.590 23.404 0.849 -0.1202
O -6.515 23.328 2.797 -0.1428
H -5.831 24.274 1.100 0.1100
H -5.277 22.655 1.159 0.1147
H -7.505 21.762 0.775 0.1045
H -7.157 22.947 -0.553 0.1205
H -9.007 23.437 -0.015 0.0634
H -5.714 23.441 3.314 0.0000
C -12.880 25.176 5.046 -0.2275
C -12.804 25.973 3.686 -0.2257
O -11.466 26.105 3.357 -0.1319
O -12.543 23.850 4.888 -0.0928
H -13.846 25.251 5.547 0.1125
H -12.249 25.623 5.814 0.1306
H -13.179 26.959 3.959 0.1178
H -13.357 25.631 2.811 0.1128
H -11.525 26.257 2.411 0.0302
H -13.310 23.408 4.517 0.0730
```